Below is a molecular structure, C51H39N4O4P2Sn at a distorted geometry, with properties calculated with ωB97M-V with the def2-TZVPD basis set.

The geometry in ORCA input format:
```
! wB97M-V def2-TZVPD RIJCOSX def2/J DEFGRID3
* xyz 3 1
Sn -2.162 0.419 -0.368
O -5.120 -3.333 0.041
C -4.377 -2.285 0.230
O -3.496 -1.915 -0.527
C -4.676 -1.551 1.499
C -5.491 -2.064 2.506
C -5.676 -1.292 3.645
C -5.056 -0.052 3.738
C -4.251 0.368 2.680
N -4.071 -0.377 1.595
C -3.449 1.636 2.646
O -3.609 2.550 3.559
O -2.610 1.785 1.772
H -4.945 -3.816 -0.788
H -5.949 -3.035 2.393
H -6.290 -1.656 4.455
H -5.201 0.550 4.622
H -4.325 2.435 4.203
N -1.187 2.503 -3.010
P -0.150 2.038 -1.728
C 1.314 1.674 -2.758
C 2.185 2.679 -3.167
C 3.230 2.376 -4.022
C 3.407 1.077 -4.471
C 2.533 0.076 -4.073
C 1.487 0.371 -3.217
C 0.313 3.634 -0.967
C -0.406 4.804 -1.178
C 0.007 5.983 -0.582
C 1.129 5.998 0.230
C 1.845 4.831 0.447
C 1.428 3.648 -0.133
C -2.545 2.625 -2.937
C -3.233 3.389 -3.894
C -4.599 3.512 -3.803
C -5.269 2.872 -2.755
C -4.531 2.132 -1.868
N -3.193 1.998 -1.944
H -0.755 3.013 -3.776
H 2.045 3.693 -2.821
H 3.900 3.158 -4.345
H 4.222 0.849 -5.140
H 2.662 -0.928 -4.448
H 0.781 -0.393 -2.907
H -1.271 4.809 -1.825
H -0.546 6.890 -0.762
H 1.449 6.922 0.685
H 2.730 4.846 1.065
H 1.983 2.731 0.023
H -2.683 3.868 -4.690
H -5.143 4.095 -4.529
H -6.340 2.949 -2.659
H -5.002 1.608 -1.037
C -0.095 -3.310 4.857
C -0.877 -3.059 3.738
C -0.342 -2.385 2.654
C 0.990 -1.977 2.696
C 1.778 -2.229 3.817
C 1.230 -2.899 4.896
P 1.690 -0.983 1.366
C 3.213 -1.599 0.625
C 3.622 -2.924 0.760
C 4.736 -3.359 0.062
C 5.408 -2.496 -0.792
C 4.971 -1.187 -0.956
C 3.871 -0.733 -0.251
C 1.871 0.667 2.052
C 3.099 1.056 2.585
C 3.175 2.227 3.321
C 2.040 2.993 3.537
C 0.816 2.599 3.009
C 0.730 1.435 2.270
H -0.520 -3.821 5.708
H -1.904 -3.395 3.711
H -0.950 -2.178 1.776
H 2.809 -1.902 3.842
H 1.835 -3.096 5.767
H 3.076 -3.606 1.399
H 5.077 -4.376 0.180
H 6.268 -2.845 -1.341
H 5.491 -0.519 -1.624
H 3.506 0.278 -0.385
H 3.980 0.452 2.417
H 4.121 2.528 3.744
H 2.104 3.895 4.127
H -0.066 3.195 3.184
H -0.224 1.100 1.860
N 1.808 -7.919 -3.701
C 1.496 -6.894 -3.301
C 1.131 -5.633 -2.767
C -0.035 -5.514 -2.002
C -0.341 -4.313 -1.406
C 0.514 -3.212 -1.568
C 1.660 -3.322 -2.379
C 1.964 -4.528 -2.966
C 0.428 -2.093 -0.746
C 0.527 -1.131 0.030
H -0.669 -6.376 -1.866
H -1.220 -4.210 -0.788
H 2.314 -2.470 -2.492
H 2.855 -4.633 -3.563
*
```

As for the HOMO energy: -15.5 eV. The value obtained for the energy above the lowest of the compared OMol25 structures with the same formula, charge and spin is 0.000 eV. The total energy is -3383.0217 hartree.